17
Properties=species:S:1:pos:R:3 method="wB97M-V/def2-TZVPD" fmax_ev_per_a=0.3 energy_ha=-251.799821 smiles=CN1CC1(C)C homo_ev=-8.139
C 2.01 0.23 -0.79
N 0.95 -0.09 0.12
C 0.39 0.33 1.35
C -0.47 -0.09 0.18
C -1.36 0.99 -0.44
C -1.05 -1.49 0.12
H 2.37 -0.70 -1.25
H 1.76 0.93 -1.61
H 2.86 0.65 -0.23
H 0.34 1.39 1.65
H 0.53 -0.35 2.20
H -2.35 0.95 0.02
H -1.50 0.83 -1.52
H -0.96 2.00 -0.29
H -2.01 -1.59 0.64
H -1.19 -1.78 -0.93
H -0.32 -2.18 0.56

---

17
Properties=species:S:1:pos:R:3 method="wB97M-V/def2-TZVPD" fmax_ev_per_a=0.7 energy_ha=-251.800287 smiles="C=CCN(C)C" homo_ev=-8.054
C 1.19 -1.79 -0.04
C -0.01 -1.44 0.40
C -0.19 -0.21 1.24
N -0.30 0.84 0.25
C 0.90 1.13 -0.53
C -1.57 0.90 -0.46
H 1.34 -2.41 -0.92
H 2.08 -1.47 0.48
H -0.92 -1.82 -0.05
H 0.66 0.00 1.89
H -1.09 -0.22 1.88
H 0.85 2.18 -0.82
H 1.83 1.00 0.04
H 1.04 0.54 -1.46
H -1.53 0.54 -1.49
H -1.93 1.93 -0.48
H -2.34 0.31 0.06

---

17
Properties=species:S:1:pos:R:3 method="wB97M-V/def2-TZVPD" fmax_ev_per_a=1.3 energy_ha=-251.795494 smiles=CC[C@H]1CN1C homo_ev=-8.991
C 2.37 -0.45 0.47
C 1.28 -0.50 -0.64
C -0.13 -0.25 -0.13
C -0.50 1.15 0.16
N -1.30 0.44 -0.81
C -2.55 0.04 -0.11
H 2.29 0.44 1.11
H 2.35 -1.32 1.13
H 3.37 -0.43 0.02
H 1.54 0.24 -1.40
H 1.35 -1.49 -1.11
H -0.60 -1.11 0.31
H 0.17 1.87 -0.32
H -0.97 1.52 1.07
H -3.13 -0.70 -0.67
H -3.18 0.93 0.04
H -2.35 -0.38 0.90

---

17
Properties=species:S:1:pos:R:3 method="wB97M-V/def2-TZVPD" fmax_ev_per_a=3.0 energy_ha=-251.802310 smiles="CCC/C=C/N" homo_ev=-8.974
C -2.27 0.72 -1.04
C -1.48 0.79 0.25
C 0.05 0.84 -0.08
C 0.82 -0.46 -0.21
C 1.82 -0.71 0.64
N 2.80 -1.81 0.42
H -3.18 0.11 -0.85
H -2.63 1.63 -1.50
H -1.65 0.23 -1.80
H -1.59 -0.04 0.94
H -1.77 1.66 0.85
H 0.51 1.38 0.80
H 0.16 1.37 -1.03
H 0.51 -1.14 -0.98
H 1.77 -0.42 1.68
H 3.57 -1.48 1.00
H 2.57 -2.68 0.90

---

17
Properties=species:S:1:pos:R:3 method="wB97M-V/def2-TZVPD" fmax_ev_per_a=0.3 energy_ha=-251.715530 homo_ev=-8.029
C -1.81 -1.46 1.24
C -1.50 -0.32 0.24
C -0.03 -0.08 0.51
C 0.77 -0.46 -0.68
N 0.90 0.96 -1.03
C 2.05 1.64 -0.46
H -1.08 -2.27 1.16
H -1.79 -1.09 2.26
H -2.80 -1.89 1.03
H -1.75 -0.65 -0.78
H -2.13 0.53 0.50
H 0.04 1.50 -1.04
H 0.29 -1.02 -1.50
H 1.77 -0.85 -0.48
H 1.97 2.72 -0.63
H 2.95 1.29 -0.97
H 2.16 1.45 0.62

---

17
Properties=species:S:1:pos:R:3 method="wB97M-V/def2-TZVPD" fmax_ev_per_a=2.1 energy_ha=-251.802224 smiles=CC[C@H]1N[C@H]1C homo_ev=-9.138
C -2.32 0.06 -0.32
C -0.97 0.45 0.35
C -0.03 -0.75 0.61
N 0.57 -1.44 -0.53
C 1.42 -0.54 0.28
C 2.13 0.71 -0.23
H -2.14 -0.61 -1.15
H -2.99 0.89 -0.59
H -2.97 -0.62 0.31
H -0.45 1.34 -0.18
H -1.27 0.81 1.40
H -0.45 -1.34 1.46
H 0.30 -1.00 -1.38
H 2.05 -1.13 1.00
H 1.50 1.39 -0.86
H 2.56 1.28 0.67
H 3.05 0.50 -0.83

---

17
Properties=species:S:1:pos:R:3 method="wB97M-V/def2-TZVPD" fmax_ev_per_a=4.6 energy_ha=-251.679688 homo_ev=-8.648
C 0.83 1.21 -1.60
C 0.18 -0.33 0.24
C 1.13 -0.10 1.43
C -1.10 -1.16 0.63
C -2.23 -1.06 -0.12
H 2.10 1.00 -1.21
H 0.59 2.54 -1.69
H 0.67 0.43 -2.64
H -0.60 1.57 0.10
H 0.91 -1.00 -0.34
H 1.92 -1.15 1.56
H 1.79 0.80 1.07
H 0.51 0.05 2.48
H -1.00 -1.81 1.55
H -2.25 -0.32 -0.98
H -3.27 -1.50 0.04
N -0.19 0.82 -0.51

---

17
Properties=species:S:1:pos:R:3 method="wB97M-V/def2-TZVPD" fmax_ev_per_a=0.3 energy_ha=-251.727519 homo_ev=-6.876
C 1.23 -0.03 -0.85
N 0.07 0.48 -0.11
C 0.11 0.32 1.36
C -1.01 -0.35 0.67
C -0.53 1.68 -0.71
C -0.84 -1.83 0.47
H 1.30 -1.11 -0.75
H 1.11 0.22 -1.91
H 2.14 0.43 -0.47
H -0.03 1.24 1.93
H 1.02 -0.22 1.67
H -1.21 1.34 -1.49
H 0.24 2.33 -1.14
H -1.10 2.21 0.04
H -1.45 -2.34 1.23
H -1.25 -2.14 -0.50
H 0.18 -2.25 0.56

---

17
Properties=species:S:1:pos:R:3 method="wB97M-V/def2-TZVPD" fmax_ev_per_a=0.3 energy_ha=-251.816031 smiles=CCN1C[C@H]1C homo_ev=-8.917
C -1.85 0.84 0.41
C -1.48 -0.38 -0.45
N -0.07 -0.77 -0.51
C 0.57 -1.16 0.73
C 0.94 0.10 0.05
C 2.21 0.32 -0.71
H -2.93 0.86 0.61
H -1.35 0.85 1.38
H -1.60 1.77 -0.10
H -2.04 -1.26 -0.11
H -1.80 -0.19 -1.48
H 0.00 -1.09 1.66
H 1.23 -2.04 0.67
H 0.56 1.00 0.55
H 2.98 0.74 -0.05
H 2.04 1.03 -1.53
H 2.59 -0.61 -1.14

---

17
Properties=species:S:1:pos:R:3 method="wB97M-V/def2-TZVPD" fmax_ev_per_a=0.9 energy_ha=-251.725749 homo_ev=-7.484
C 2.48 0.35 -0.02
C 1.19 -0.47 -0.11
C -0.01 0.28 0.45
N -1.21 -0.53 0.31
C -2.54 0.10 0.19
C -2.10 -0.54 -1.08
H 2.38 1.30 -0.57
H 3.32 -0.20 -0.46
H 2.73 0.59 1.02
H 0.97 -0.72 -1.16
H 1.32 -1.41 0.43
H -0.18 1.20 -0.11
H 0.18 0.56 1.50
H -3.32 -0.33 0.81
H -2.44 1.18 0.34
H -1.15 -1.53 0.27
H -1.57 0.21 -1.68

---

17
Properties=species:S:1:pos:R:3 method="wB97M-V/def2-TZVPD" fmax_ev_per_a=0.4 energy_ha=-251.719834 homo_ev="-7.165 / -7.164"
C -1.36 -1.53 0.11
C -0.38 -0.80 0.97
C -0.66 2.23 -0.50
N 0.79 -0.47 0.54
C 1.68 -0.74 -0.57
C 1.99 0.14 0.58
H -0.91 -1.82 -0.84
H -1.72 -2.44 0.61
H -2.24 -0.91 -0.10
H -0.65 -0.46 1.97
H -1.05 1.46 -1.17
H -0.61 3.18 -1.03
H -1.33 2.33 0.36
H 1.42 -0.29 -1.53
H 1.98 -1.80 -0.64
H 2.70 -0.05 1.39
H 0.34 1.95 -0.15

---

17
Properties=species:S:1:pos:R:3 method="wB97M-V/def2-TZVPD" fmax_ev_per_a=2.1 energy_ha=-251.778829 smiles="C=CC.C=CN" homo_ev=-8.500
C 1.60 -2.21 -2.95
C 1.02 -1.11 -3.44
C 1.05 0.18 -2.68
H 1.31 -3.15 -3.40
H 2.28 -2.07 -2.12
H 0.45 -1.15 -4.37
H 0.87 -0.04 -1.63
H 0.33 0.95 -2.93
H 2.03 0.68 -2.69
C -1.12 2.20 2.97
C -1.12 0.89 3.31
N -2.05 -0.16 3.28
H -1.98 2.84 2.82
H -0.21 2.70 3.26
H -0.09 0.55 3.29
H -2.82 -0.09 3.90
H -1.55 -1.01 3.37

---

17
Properties=species:S:1:pos:R:3 method="wB97M-V/def2-TZVPD" fmax_ev_per_a=2.5 spin_multiplicity=2 total_charge=+1 energy_ha=-251.506062 homo_ev="-15.405 / -15.359"
C 0.38 -2.22 0.19
C -0.67 -1.05 0.30
C -0.29 0.08 -0.52
C 0.57 0.18 -1.58
C 0.33 1.70 1.24
N -0.52 1.35 0.09
H 0.26 -2.81 1.09
H 1.36 -1.74 0.21
H 0.26 -2.74 -0.76
H -1.70 -1.43 0.29
H -0.72 -0.77 1.36
H 0.71 1.13 -2.08
H 1.10 -0.58 -2.14
H 0.17 0.98 2.04
H 1.39 1.66 0.97
H 0.22 2.66 1.73
H -0.50 2.11 -0.59

---

18
Properties=species:S:1:pos:R:3 method="wB97M-V/def2-TZVPD" fmax_ev_per_a=3.1 total_charge=+1 energy_ha=-306.332888 homo_ev=-14.364
C 2.13 1.59 0.42
N 1.40 0.68 -0.03
C 0.82 -0.42 -0.28
C 1.56 -1.72 0.10
N -0.40 -0.48 -0.78
C -1.36 0.60 -0.68
C -2.44 0.25 0.38
H 2.16 1.81 1.46
H 2.86 1.99 -0.20
H 1.30 -2.47 -0.67
H 1.22 -1.95 1.07
H 2.66 -1.42 0.22
H -0.80 -1.40 -0.88
H -1.93 0.77 -1.63
H -0.87 1.61 -0.48
H -2.17 0.24 1.45
H -3.21 1.12 0.31
H -2.93 -0.79 0.22

---

18
Properties=species:S:1:pos:R:3 method="wB97M-V/def2-TZVPD" fmax_ev_per_a=6.9 total_charge=+1 energy_ha=-306.255479 homo_ev="-12.473 / -12.473"
C 1.61 0.63 -0.41
C -1.88 1.90 0.30
C -1.18 0.12 0.25
C -0.13 -0.89 0.19
C -0.41 -2.36 0.42
N 2.90 0.96 -0.57
N 1.19 -0.60 -0.14
H 0.89 1.37 -0.51
H -1.19 2.39 -0.36
H -1.96 2.05 1.30
H -2.71 1.82 -0.35
H -2.04 -0.39 0.43
H -1.30 -2.71 0.02
H -0.47 -2.51 1.54
H 0.42 -2.85 0.09
H 3.17 1.97 -0.44
H 3.57 0.14 -0.64
H 1.90 -1.41 -0.31

---

18
Properties=species:S:1:pos:R:3 method="wB97M-V/def2-TZVPD" fmax_ev_per_a=4.3 total_charge=+1 energy_ha=-306.234596 homo_ev=-13.706
C -2.50 -1.54 -0.92
C -2.24 -1.98 0.18
C 0.72 -0.81 -0.38
C 0.26 2.71 0.74
C 0.18 1.42 0.08
N 1.87 -1.67 -0.31
N 0.97 0.48 0.22
H -2.66 -1.07 -1.86
H 0.64 -0.62 -1.50
H -2.12 -2.50 1.08
H -0.29 -1.23 0.09
H 1.13 3.19 1.32
H -0.65 2.95 1.33
H -0.03 3.52 -0.05
H -0.73 1.38 -0.44
H 1.99 -2.30 0.58
H 1.56 -2.43 -0.86
H 1.89 0.50 0.69

---

18
Properties=species:S:1:pos:R:3 method="wB97M-V/def2-TZVPD" fmax_ev_per_a=4.1 total_charge=+1 energy_ha=-306.235873 homo_ev=-16.080
C -0.47 1.34 1.62
C -2.43 -1.39 0.45
C -2.96 -2.76 0.26
C 2.64 0.17 1.07
C 1.98 1.60 1.29
N -1.87 -0.43 0.71
N 0.64 1.46 1.42
H 0.65 1.35 -1.51
H -1.45 0.97 1.46
H 1.11 1.91 -1.13
H -2.87 -3.14 -0.70
H -2.37 -3.33 1.16
H -4.01 -2.72 0.39
H 2.04 -0.46 0.50
H 3.56 0.37 0.55
H 2.56 -0.29 2.03
H 2.16 2.20 0.39
H 2.32 2.00 2.22

---

18
Properties=species:S:1:pos:R:3 method="wB97M-V/def2-TZVPD" fmax_ev_per_a=6.7 total_charge=+1 energy_ha=-306.175663 homo_ev="-11.904 / -12.472"
C -0.02 0.76 0.20
C -0.55 2.35 -0.23
C 0.05 -1.27 -0.08
C -2.25 -0.57 -0.04
C 2.44 -0.17 0.33
N -0.90 -0.28 0.26
N 1.05 -0.22 -0.23
H 0.02 3.20 0.02
H -1.65 2.36 -0.03
H 0.22 -1.94 0.80
H -0.25 -1.83 -0.89
H -2.69 0.10 -0.76
H -2.18 -1.48 -0.50
H -2.90 -0.49 0.82
H 2.48 -0.14 1.40
H 3.00 -1.06 0.07
H 2.99 0.73 0.04
H 1.15 -0.05 -1.20

---

18
Properties=species:S:1:pos:R:3 method="wB97M-V/def2-TZVPD" fmax_ev_per_a=1.2 total_charge=+1 energy_ha=-306.377652 homo_ev=-14.558
C -0.13 -0.64 -2.33
C 1.21 -0.86 -1.62
H 0.00 0.04 -3.18
H -0.87 -0.20 -1.63
H -0.52 -1.60 -2.70
H 1.95 -1.29 -2.31
H 1.60 0.10 -1.24
H 1.08 -1.54 -0.76
C -0.23 0.86 2.71
C 0.68 0.32 1.85
C -1.22 0.61 0.74
N -1.39 1.03 1.99
N 0.04 0.18 0.64
H -0.14 1.14 3.76
H 1.72 0.03 2.00
H -1.97 0.62 -0.06
H -2.27 1.42 2.36
H 0.46 -0.21 -0.22

---

18
Properties=species:S:1:pos:R:3 method="wB97M-V/def2-TZVPD" fmax_ev_per_a=4.5 total_charge=+1 energy_ha=-306.312618 smiles=C[C@H]1[NH2+]C[C@H]2N[C@H]21 homo_ev=-13.650
C -1.95 0.38 -0.50
C -0.87 0.00 0.50
N -0.10 -1.32 0.00
C 1.35 -1.02 -0.17
C 1.69 0.40 0.14
N 0.91 1.35 -0.63
C 0.26 0.96 0.65
H -1.51 0.53 -1.41
H -2.44 1.33 -0.11
H -2.67 -0.38 -0.56
H -1.22 -0.20 1.50
H -0.64 -1.62 -0.88
H -0.21 -1.94 0.74
H 1.54 -1.33 -1.23
H 1.79 -1.77 0.53
H 2.66 0.79 0.52
H 1.31 2.23 -0.63
H 0.09 1.60 1.52

---

18
Properties=species:S:1:pos:R:3 method="wB97M-V/def2-TZVPD" fmax_ev_per_a=7.6 total_charge=+1 energy_ha=-306.293221 homo_ev=-13.995
C -1.02 0.33 -0.20
C 0.81 0.89 0.29
C -2.42 0.03 -0.45
C 2.06 0.74 -0.58
C 0.33 -1.76 0.94
N 0.17 -0.41 0.46
N -0.40 1.43 -0.16
H 1.14 1.11 1.24
H -2.67 0.15 -1.53
H -3.00 0.71 0.13
H -2.56 -0.97 -0.20
H 1.80 0.46 -1.64
H 2.81 -0.01 -0.19
H 2.68 1.54 -0.67
H 1.09 -2.39 0.40
H 0.54 -1.75 1.95
H -0.59 -2.40 0.66
H -0.79 2.33 -0.44

---

19
Properties=species:S:1:pos:R:3 method="wB97M-V/def2-TZVPD" fmax_ev_per_a=3.9 total_charge=+1 energy_ha=-381.546908 smiles="CN1CC=[N+](CO)C1" homo_ev=-14.063
C -1.94 0.50 -0.95
N -1.53 -0.55 0.00
C -1.32 0.08 1.25
C 0.11 0.53 1.25
N 0.74 -0.11 0.38
C 2.22 0.04 0.08
O 2.57 -0.42 -1.14
C -0.20 -1.03 -0.46
H -1.25 1.33 -1.08
H -1.97 -0.03 -1.84
H -2.97 0.80 -0.80
H -1.44 -0.65 2.02
H -2.08 0.80 1.47
H 0.48 1.21 2.01
H 2.29 1.21 0.10
H 2.74 -0.56 0.80
H 3.38 -0.11 -1.44
H -0.06 -2.09 -0.17
H 0.20 -0.94 -1.47

---

19
Properties=species:S:1:pos:R:3 method="wB97M-V/def2-TZVPD" fmax_ev_per_a=4.4 total_charge=+1 energy_ha=-381.559054 homo_ev=-14.539
H 2.07 2.28 -0.01
N 1.33 1.79 0.50
C 0.18 1.87 -0.09
O -0.17 2.62 -1.10
C -0.98 1.04 0.28
N -0.62 -0.36 0.12
C -1.16 -1.13 -1.07
C 0.40 -0.73 0.83
C 1.03 -2.02 0.93
H 0.44 3.24 -1.40
H -1.39 1.26 1.25
H -1.78 1.13 -0.49
H -2.33 -1.37 -0.90
H -1.06 -0.43 -2.03
H -0.50 -1.93 -1.17
H 0.94 0.11 1.47
H 1.33 -2.47 -0.03
H 0.34 -2.89 1.25
H 1.91 -2.01 1.65

---

19
Properties=species:S:1:pos:R:3 method="wB97M-V/def2-TZVPD" fmax_ev_per_a=5.5 total_charge=+1 energy_ha=-381.449833 homo_ev=-15.252
C -2.60 -0.58 0.19
C -0.81 0.17 -0.36
C 2.14 0.75 0.79
C 0.42 0.38 -1.22
C 1.73 -0.07 -0.42
N -2.13 0.59 -0.50
N -1.13 -0.98 0.45
O -1.25 1.34 0.34
H -3.20 -0.30 1.06
H -3.10 -1.20 -0.51
H 1.86 1.74 0.75
H 3.26 0.63 0.75
H 1.76 0.32 1.80
H 0.21 -0.23 -2.19
H 0.49 1.42 -1.40
H 1.53 -1.09 -0.08
H 2.59 -0.01 -1.18
H -0.95 -0.90 1.53
H -0.83 -1.97 0.20

---

19
Properties=species:S:1:pos:R:3 method="wB97M-V/def2-TZVPD" fmax_ev_per_a=0.4 total_charge=+1 energy_ha=-381.536298 homo_ev=-12.208
O 2.81 -2.30 -3.33
C 2.33 -1.51 -2.57
C 0.98 -1.70 -1.89
N 1.07 -1.25 -0.49
H 2.85 -0.57 -2.32
H 0.28 -1.05 -2.43
H 0.66 -2.74 -2.01
H 0.13 -1.24 -0.12
H 1.56 -1.97 0.04
C -0.63 1.03 1.60
C 0.44 1.53 1.00
C -2.98 1.38 2.00
N -1.86 1.74 1.51
H -0.69 0.11 2.16
H 0.40 2.51 0.55
H 1.36 0.96 0.92
H -3.83 2.03 1.84
H -3.05 0.45 2.55
H -1.83 2.61 0.98

---

19
Properties=species:S:1:pos:R:3 method="wB97M-V/def2-TZVPD" fmax_ev_per_a=4.7 total_charge=+1 energy_ha=-381.493133 homo_ev="-11.250 / -11.251"
C -1.43 1.47 0.30
C -1.02 -0.66 -0.18
C 0.33 -0.03 -0.03
C 0.89 -0.51 1.35
C 1.28 -0.36 -1.16
N 0.08 1.41 0.01
N -1.94 0.22 0.05
O -1.34 -1.90 -0.42
H -2.00 2.25 -0.29
H 0.33 2.03 -0.93
H 0.97 -1.65 1.28
H 0.16 -0.23 2.04
H 1.95 -0.18 1.58
H 1.84 -1.28 -0.82
H 2.19 0.37 -1.16
H 0.81 -0.68 -2.15
H 0.58 1.95 0.73
H -3.00 0.30 -0.12
H -0.67 -2.51 -0.08

---

19
Properties=species:S:1:pos:R:3 method="wB97M-V/def2-TZVPD" fmax_ev_per_a=1.4 total_charge=+1 energy_ha=-381.597946 smiles="C=NCC[C@H]([NH3+])C=O" homo_ev=-14.639
C -2.63 0.40 -1.14
N -1.50 0.15 -0.65
C -1.24 0.44 0.77
C 0.08 -0.16 1.15
C 1.21 0.19 0.15
N 0.92 -0.40 -1.18
C 2.49 -0.42 0.68
O 2.96 -1.37 0.12
H -2.72 0.22 -2.20
H -3.53 0.74 -0.63
H -2.01 0.01 1.40
H -1.26 1.52 0.94
H 0.45 0.20 2.13
H 0.02 -1.25 1.21
H 1.25 1.27 0.08
H 1.33 0.18 -1.92
H -0.12 -0.40 -1.27
H 1.39 -1.32 -1.21
H 2.90 0.01 1.59

---

19
Properties=species:S:1:pos:R:3 method="wB97M-V/def2-TZVPD" fmax_ev_per_a=4.9 total_charge=+1 energy_ha=-381.446731 homo_ev="-14.066 / -14.066"
C 0.27 -1.13 0.08
C 0.92 1.06 -0.56
C -0.31 0.21 -0.06
C -1.44 0.60 -1.01
C -0.49 0.64 1.36
N 2.26 -0.83 -0.09
N -0.13 -2.30 -0.09
O 2.07 0.57 0.11
H 0.98 0.90 -1.61
H 0.77 2.11 -0.38
H -1.40 1.74 -0.99
H -2.43 0.22 -0.65
H -1.33 0.41 -2.04
H -0.83 1.73 1.31
H 0.51 0.61 1.98
H -1.28 0.05 1.92
H 2.61 -1.03 0.88
H -1.20 -2.45 -0.09
H 0.43 -3.12 -0.06